C50H90Br2NO28S7 | wB97M-V/def2-TZVPD

XYZ file:
```
178
Properties=species:S:1:pos:R:3:forces:R:3
C -0.393516 -2.041542 -1.465705 0.916 1.154 -1.632
C -0.296825 -0.919479 -0.373391 -2.503 -1.622 -0.662
C -0.940055 -1.524044 0.910389 -0.436 0.533 -0.942
C -0.698102 -0.655583 2.097122 0.246 0.037 0.599
C 0.800795 -0.433447 2.258548 -0.654 -1.744 1.834
C 1.547644 0.261022 1.115768 0.239 -3.027 1.425
N 1.060601 -0.427336 -0.165392 3.898 1.851 -5.821
O 1.822305 -0.299002 -1.242826 -4.070 -1.092 6.283
C 3.043547 -0.001644 1.264575 1.509 -0.693 -0.506
C 1.177750 1.678707 1.187659 -0.761 1.561 -1.291
C -1.081842 0.370320 -0.916110 0.974 -0.113 -0.526
H -0.131755 -1.636582 -2.446103 0.097 0.408 -0.003
H -1.404868 -2.397767 -1.658508 -0.138 0.033 0.914
H 0.306015 -2.877103 -1.440215 -0.056 -0.030 0.936
H -0.636539 -2.571565 0.931066 0.749 0.166 0.730
H -2.015195 -1.687131 0.809089 -0.146 0.553 -0.799
H -1.172973 -1.142676 2.949612 0.637 -0.153 0.319
H -1.195372 0.313689 2.154866 -0.281 -0.028 -0.884
H 1.195830 -1.422533 2.500277 0.453 0.037 -0.634
H 0.896042 0.035514 3.239326 0.562 0.911 -0.395
H 3.701621 0.201499 0.417752 -0.499 1.093 -0.243
H 3.373058 -1.037191 1.378655 -1.057 -0.480 0.355
H 3.474401 0.466498 2.149272 -0.415 0.411 -0.052
H 1.706336 2.080922 2.049829 0.176 0.269 -0.382
H 0.119348 1.856068 1.375863 0.003 -0.239 0.027
H 1.384201 2.148739 0.225421 0.493 0.572 0.361
H -1.448030 1.072620 -0.169273 0.123 -0.266 0.181
H -1.882872 0.100397 -1.604005 -0.185 -0.566 0.469
H -0.372226 0.864002 -1.580492 -0.086 0.281 0.130
Br -5.074961 -1.568164 -1.144205 -0.151 0.564 1.091
C -5.268583 -0.681339 0.630433 -0.219 0.101 0.953
C -6.272138 -1.333960 1.560076 -0.785 0.374 -0.200
Br -6.648719 -0.047541 3.080575 0.503 -0.891 -0.789
H -5.592603 0.351099 0.515593 0.401 -0.071 -0.616
H -4.345908 -0.728952 1.208355 0.463 0.215 -0.754
H -5.911416 -2.283156 1.951826 -0.190 0.146 0.237
H -7.251899 -1.421135 1.094071 0.094 -0.257 0.089
O -3.966164 2.278290 -0.319588 1.028 1.882 -1.474
S -3.411029 3.465998 -1.008445 1.424 -0.847 0.414
O -2.097622 3.987184 -0.582094 -2.232 -1.024 -0.800
O -3.298601 3.232495 -2.652368 -0.680 -0.681 2.903
C -4.375310 2.353458 -3.144883 0.654 0.181 -1.558
C -4.017392 2.156575 -4.615407 -0.579 -1.149 0.524
C -4.596102 4.783072 -0.936914 0.693 -0.840 0.063
H -5.322188 2.879328 -3.021593 -0.064 -0.077 -0.013
H -4.427949 1.370444 -2.683243 0.304 0.247 0.625
H -3.115538 1.552680 -4.720993 0.724 1.014 0.207
H -4.054301 3.105989 -5.144356 0.274 -0.352 -0.316
H -4.668441 1.377147 -5.018251 -0.894 0.636 -0.236
H -4.858308 4.893502 0.114051 -0.009 0.208 -0.103
H -5.437889 4.416632 -1.521753 -0.086 0.531 -0.029
H -4.020212 5.615137 -1.337968 -0.592 0.244 -0.072
O 3.852896 3.592044 -1.951816 -0.060 0.007 -0.267
S 4.630413 2.506250 -2.449311 1.463 -2.017 -0.022
O 4.267939 1.125061 -2.091085 0.326 2.084 -1.019
O 4.789400 2.716780 -4.045483 -1.217 0.961 2.508
C 5.259119 1.716277 -4.874576 1.771 -1.320 -2.124
C 5.402354 2.387299 -6.219608 -0.888 0.443 -1.074
C 6.347879 2.713978 -1.929642 -0.196 -0.483 0.052
H 4.630677 0.826361 -4.889912 -0.104 0.145 0.147
H 6.305269 1.430033 -4.734010 -0.049 -0.254 1.319
H 5.941031 3.326637 -6.093548 -0.361 0.195 0.138
H 4.404480 2.537473 -6.633414 0.082 0.527 -0.079
H 5.970482 1.895186 -7.009508 0.027 -0.737 0.455
H 6.371586 2.257719 -0.940126 -0.003 0.551 0.251
H 6.674978 3.749877 -1.994885 -0.334 0.005 0.290
H 7.060016 2.111986 -2.494268 -0.447 -0.113 -0.453
O 1.650363 -3.377286 -3.892223 -0.221 -0.947 -1.773
S 1.165670 -4.231768 -4.971383 1.109 1.184 -0.694
O 0.016686 -5.020130 -4.723203 -1.094 -0.199 -0.010
O 1.018130 -3.312220 -6.320869 -1.417 -0.543 1.526
C 0.202891 -3.884053 -7.375820 0.146 0.041 -1.588
C 0.874020 -3.412541 -8.645144 -0.101 0.311 -0.471
C 2.394346 -5.301394 -5.680544 1.311 -0.129 1.309
H -0.856798 -3.628789 -7.424071 0.105 0.891 0.908
H 0.102637 -4.969248 -7.440216 0.872 -0.239 0.847
H 0.837102 -2.330911 -8.777913 -0.124 0.054 0.273
H 0.350842 -3.833389 -9.504477 0.169 -0.154 -0.062
H 1.931756 -3.674852 -8.666611 -0.066 -0.263 -0.057
H 2.243964 -6.292908 -5.255907 -0.044 -0.001 -0.186
H 3.341418 -4.927036 -5.288600 0.114 -0.098 0.022
H 2.504551 -5.307918 -6.762527 -0.700 0.115 0.082
O -3.204481 -1.015728 4.290461 0.586 -0.178 0.882
S -3.274752 -0.240091 5.504137 -1.715 0.783 1.784
O -3.792518 1.109820 5.379556 1.168 -1.224 0.392
O -4.302285 -0.921563 6.600189 0.690 0.391 -1.463
C -4.355077 -2.354150 6.715917 -1.149 -0.537 0.131
C -5.353842 -3.056174 5.750021 0.669 0.982 -0.105
C -1.699839 -0.331955 6.550291 -1.484 -0.690 -2.117
H -4.737271 -2.484877 7.728353 0.195 -0.097 0.069
H -3.352658 -2.782516 6.682031 0.023 -0.049 -0.240
H -5.314594 -4.135409 5.894270 0.059 0.022 -0.031
H -5.116628 -2.784548 4.720646 0.261 -0.296 -0.070
H -6.380682 -2.711425 5.870647 0.069 0.029 0.461
H -1.553678 -1.388821 6.771948 -0.061 -0.016 -0.121
H -1.780056 0.220219 7.483068 -0.010 0.467 -0.506
H -1.031192 -0.049649 5.737269 0.699 0.471 0.732
O -0.654964 2.624135 -4.612648 0.797 1.204 0.223
S 0.259539 3.681744 -4.224664 0.553 -0.299 1.013
O 1.511124 3.862797 -4.946940 -1.483 -0.065 0.857
O -0.607251 5.054450 -4.249178 1.301 0.177 0.397
C -0.055889 6.266227 -3.545174 -0.151 -0.054 -0.470
C -0.591886 7.516687 -4.264547 -0.694 -0.808 0.947
C 0.615192 3.462905 -2.383018 -0.214 0.702 -1.404
H 1.029419 6.376993 -3.532071 0.178 -0.851 -0.533
H -0.315433 6.119346 -2.496857 -0.527 0.399 -0.049
H -1.681055 7.476687 -4.302025 -0.019 -0.204 -0.433
H -0.151666 7.589749 -5.256995 -0.113 0.108 0.080
H -0.421535 8.411814 -3.665708 0.552 -0.027 -0.068
H -0.248788 3.830140 -1.830270 -0.132 -0.335 -0.126
H 1.485888 4.046161 -2.087941 0.080 -0.109 -0.298
H 0.797993 2.400710 -2.231988 -0.009 0.118 -0.146
O -3.174836 -4.194809 -0.359471 -0.083 -0.563 -0.050
S -3.756475 -5.506137 -0.197397 -0.238 -0.908 -0.394
O -3.393679 -6.593517 -1.122669 -0.498 1.953 2.586
O -3.464741 -5.924850 1.385335 0.787 -1.293 -2.670
C -3.430249 -4.976758 2.436381 -0.898 -0.314 1.380
C -2.722295 -5.548819 3.687151 0.292 -0.166 -0.129
C -5.607684 -5.335677 -0.204187 2.060 1.022 -0.164
H -4.494546 -4.955247 2.682093 -0.026 0.990 0.474
H -3.042272 -3.999558 2.150766 0.041 -0.128 -0.187
H -2.780884 -4.859406 4.530360 -0.236 0.339 -0.229
H -1.656191 -5.747091 3.580675 -0.020 0.145 -0.493
H -3.143112 -6.484155 4.057020 -0.351 -0.013 -0.375
H -5.909733 -5.460273 -1.242671 -0.208 -0.883 0.254
H -5.714170 -4.258111 -0.074245 -0.224 -0.058 0.609
H -5.991733 -5.937793 0.615159 -0.343 -0.114 -0.504
O -0.172917 -3.509359 3.510833 0.686 -0.603 -0.324
S 1.089431 -4.053931 3.086883 4.441 -0.467 -0.611
O 1.726051 -3.732133 1.797450 -1.769 -0.311 2.122
O 2.302011 -3.639383 4.181439 -2.214 0.837 -2.246
C 1.942883 -3.792258 5.520161 1.090 -0.447 2.728
C 3.288764 -3.542845 6.304839 -1.299 -1.309 -0.608
C 1.221456 -5.885610 3.311270 -1.199 0.845 -0.330
H 1.561090 -4.807689 5.645095 0.368 -0.199 0.362
H 1.174774 -3.180490 5.997233 -0.240 0.644 -1.015
H 3.341623 -4.197815 7.174616 -0.061 0.053 0.051
H 3.408841 -2.517266 6.647364 0.146 -0.006 -0.448
H 4.008637 -3.911871 5.575328 0.619 0.524 0.402
H 2.165555 -6.427006 3.347462 0.559 1.130 -0.106
H 0.734318 -6.208271 2.390607 -0.563 -0.430 0.407
H 0.711502 -6.072893 4.254813 -0.499 -0.368 -0.426
C 4.652376 -3.566647 -2.039833 -0.354 1.494 2.334
C 4.965370 -2.581548 -1.161646 -0.325 0.824 -0.647
C 6.331780 -2.126936 -0.809682 0.104 -2.197 0.137
O 6.613396 -1.505946 0.203397 -0.199 -0.047 -1.324
C 7.314029 -2.800646 -1.715944 1.094 -0.035 -0.391
C 7.055645 -3.854471 -2.520010 0.056 0.275 1.095
C 5.686655 -4.421357 -2.645349 -0.618 0.772 -1.304
O 5.381970 -5.333629 -3.393855 0.545 0.073 0.575
H 3.585688 -3.667141 -2.184433 0.055 -0.654 -0.585
H 4.257270 -1.864849 -0.765595 -0.681 -0.457 0.034
H 8.329944 -2.431539 -1.664832 0.143 0.004 0.060
H 7.847836 -4.355479 -3.057982 0.035 0.041 -0.096
C 3.266110 5.076626 2.317396 1.521 -1.675 2.128
C 4.192632 5.846307 2.885979 -0.171 0.124 0.625
C 4.368589 7.266754 2.500248 -0.926 -0.526 -1.111
O 5.187417 8.010858 2.973017 -0.051 0.056 0.063
C 3.397761 7.656415 1.402385 0.928 0.012 0.410
C 2.542564 6.800354 0.839824 -0.861 1.673 -0.303
C 2.338184 5.431994 1.313777 -0.245 0.790 -1.088
O 1.485741 4.652483 0.945844 -0.359 0.267 -0.335
H 3.143090 4.056725 2.658920 0.091 -0.111 0.166
H 4.743296 5.495766 3.747958 0.304 -0.099 -0.136
H 3.482027 8.680687 1.066515 -0.128 0.081 -0.034
H 1.851074 7.266716 0.150508 -0.117 -0.517 -0.423
C -3.845109 4.069618 2.766679 -0.815 -2.449 -0.479
C -3.140463 2.923463 2.939962 0.166 0.908 -0.317
C -1.780752 2.963387 3.515084 1.167 1.076 1.967
O -0.983740 2.050566 3.682132 -0.931 -0.151 -0.683
C -1.386433 4.315416 4.068190 -1.104 0.720 -1.109
C -2.189641 5.378316 3.912137 1.715 0.491 0.778
C -3.499586 5.389124 3.284638 0.155 0.001 0.103
O -4.207468 6.376043 3.239579 0.118 -0.521 -0.243
H -4.803731 3.904846 2.292421 -0.258 0.434 0.044
H -3.525347 1.959659 2.638558 -0.081 0.016 -0.136
H -0.418715 4.565346 4.478686 0.224 -0.861 0.099
H -1.774163 6.321422 4.241590 -0.372 0.273 0.086
```
Forces are in eV/Å.

Results
Kohn-Sham gap (eV): 6.661
Net charge: +1

Mulliken population analysis, charges in e, atoms 1 to 4:
1. C -2.508
2. C 2.570
3. C -1.112
4. C 1.049